Entry 1:
Formula: C19H19F3N2O2S
Source: OMol25
Level of theory: ωB97M-V/def2-TZVPD

Positions of all 46 atoms, in Å:
S  2.493  1.099  -0.715
F  -0.048  3.450  -0.552
F  0.918  3.760  1.344
F  -0.863  4.859  0.853
O  -2.381  -3.019  2.546
O  1.732  -2.795  -2.083
N  0.804  -0.761  -2.389
N  -0.694  -1.897  1.583
C  -0.630  -0.956  2.692
C  3.353  3.111  -2.035
C  2.932  2.166  -3.000
C  -1.659  -3.847  0.432
C  -0.247  -2.241  -0.814
C  -0.530  -3.719  -0.582
C  -1.270  0.342  2.280
C  -0.502  1.402  1.818
C  2.445  1.023  -2.450
C  0.245  -1.660  0.511
C  -3.270  1.600  1.803
C  3.173  2.677  -0.765
C  1.910  -0.194  -3.131
C  -1.125  2.549  1.341
C  -2.657  0.450  2.265
C  -2.509  2.655  1.329
C  -0.288  3.652  0.764
C  -1.604  -2.897  1.615
C  0.862  -1.993  -1.831
H  -1.181  -1.408  3.521
H  3.763  4.073  -2.283
H  2.991  2.331  -4.060
H  1.217  -2.110  0.759
H  0.380  -4.198  -0.217
H  0.416  -0.810  2.975
H  -1.164  -1.729  -1.123
H  3.384  3.183  0.156
H  0.391  -0.579  0.416
H  -4.347  1.676  1.804
H  -1.710  -4.860  0.836
H  -3.248  -0.383  2.616
H  0.081  -0.118  -2.106
H  -2.978  3.552  0.957
H  1.598  0.065  -4.149
H  -0.807  -4.209  -1.516
H  -2.622  -3.657  -0.053
H  0.577  1.348  1.831
H  2.669  -0.983  -3.188

For the energy above the lowest of the compared OMol25 structures with the same formula, charge and spin, the calculation gives 0.0 kcal per mole. Its orbital gap is 0.3507 Ha. The value obtained for the LUMO energy is 0.60 eV. As for the spin multiplicity: 1.

Entry 2:
Formula: C19H19F3N2O3S2
Source: OMol25
Level of theory: ωB97M-V/def2-TZVPD

Positions of all 48 atoms, in Å:
S  3.522  -0.840  -0.143
S  -2.429  -2.414  0.807
F  -5.624  1.127  -1.840
F  -4.229  2.578  -1.079
F  -6.260  2.568  -0.380
O  3.935  -1.787  0.850
O  -1.920  -0.675  -2.380
O  3.674  -1.207  -1.526
N  1.928  -0.417  0.223
N  -0.089  -1.546  -1.408
C  0.612  -2.381  -0.459
C  4.958  2.450  1.664
C  -4.044  -0.924  2.351
C  0.758  -0.500  -1.950
C  -4.843  0.816  0.373
C  -4.927  0.093  2.647
C  5.554  3.140  0.619
C  -3.553  -1.076  1.054
C  4.923  1.403  -0.909
C  -5.241  1.764  -0.723
C  5.539  2.620  -0.666
C  -1.412  -1.508  -1.649
C  4.341  1.234  1.425
C  1.107  -1.508  0.702
C  -3.947  -0.198  0.056
C  4.332  0.727  0.140
C  -5.338  0.973  1.658
C  -2.283  -2.576  -1.005
C  1.284  0.373  -0.806
H  1.481  -2.818  -0.962
H  0.163  0.094  -2.646
H  -0.022  -3.179  -0.078
H  -6.033  1.768  1.880
H  2.017  1.088  -1.183
H  4.898  0.962  -1.894
H  0.457  0.921  -0.342
H  6.007  3.160  -1.475
H  -1.880  -3.575  -1.171
H  -3.574  -0.268  -0.954
H  1.724  -2.096  1.382
H  3.874  0.664  2.212
H  -5.303  0.202  3.653
H  4.977  2.859  2.663
H  1.602  -0.960  -2.470
H  0.256  -1.087  1.247
H  -3.284  -2.516  -1.433
H  -3.724  -1.616  3.115
H  6.035  4.088  0.808

Its orbital gap is 0.3337 Ha. The value obtained for the LUMO energy is 0.47 eV. As for the spin multiplicity: 1.

Entry 3:
Formula: C19H19F3O4
Source: OMol25
Level of theory: ωB97M-V/def2-TZVPD

Positions of all 45 atoms, in Å:
F  -1.885  5.529  3.481
F  -0.900  3.843  4.852
F  0.489  4.812  3.173
O  -0.860  -5.111  0.671
O  -1.587  0.303  1.996
O  -1.322  3.273  2.583
O  2.478  -1.661  -1.061
C  0.898  5.560  -0.600
C  2.180  3.231  -1.492
C  -0.156  -1.757  -0.913
C  -0.011  1.311  0.100
C  -1.349  3.640  1.159
C  -0.917  -6.412  1.237
C  1.327  -0.986  -0.961
C  -0.460  -3.111  -1.797
C  0.938  3.889  -0.592
C  -1.286  -1.192  -0.072
C  1.233  0.678  -0.821
C  -0.912  4.393  3.445
C  -1.233  -6.319  2.716
C  -1.009  0.211  0.796
C  -1.397  -2.603  -3.085
C  -2.268  -2.078  -4.086
C  -0.168  2.963  0.243
C  2.343  1.596  -1.622
C  3.568  1.031  -2.554
H  0.572  -3.541  -2.150
H  4.397  1.853  -2.746
H  0.044  -6.910  1.072
H  -1.081  -3.832  -1.110
H  4.111  0.087  -2.122
H  -0.470  -5.734  3.239
H  -1.247  4.822  1.105
H  -0.162  -4.619  1.136
H  -1.693  -6.978  0.715
H  -2.718  -1.287  -4.858
H  2.967  3.910  -2.077
H  1.154  5.856  -1.728
H  3.091  0.735  -3.595
H  -2.389  3.403  0.625
H  -1.285  -7.313  3.167
H  -0.190  5.980  -0.411
H  1.717  6.034  0.096
H  -2.361  -1.689  -0.024
H  -2.189  -5.808  2.873

Its orbital gap is 0.2663 Ha. The value obtained for the LUMO energy is -1.74 eV. As for the spin multiplicity: 1.

Entry 4:
Formula: C19H19N2O7P
Source: OMol25
Level of theory: ωB97M-V/def2-TZVPD

Positions of all 48 atoms, in Å:
P  4.557  1.490  -0.776
O  -6.420  -0.461  -1.674
O  3.225  2.586  2.054
O  5.313  2.192  -1.843
O  4.240  -0.050  -1.342
O  5.577  1.281  0.519
O  1.689  2.667  -2.197
O  -4.363  -1.272  -2.285
N  2.903  -0.802  3.641
N  3.121  2.357  -0.324
C  1.326  -0.092  1.896
C  1.313  0.878  -0.472
C  3.361  -0.731  4.921
C  1.033  0.807  4.251
C  -2.571  -0.087  -3.536
C  -6.299  -2.832  -2.073
C  2.702  0.109  5.899
C  1.501  0.909  5.653
C  1.982  2.073  -1.213
C  -1.733  0.266  -2.254
C  -0.185  -0.104  -2.386
C  -0.082  -1.127  0.073
C  -4.095  -0.081  -3.094
C  0.366  -0.125  -0.912
C  1.817  -0.044  3.382
C  2.797  2.062  1.081
C  0.391  -1.123  1.449
C  1.793  0.878  0.937
C  -5.713  -1.377  -2.000
H  -2.298  -1.056  -4.021
H  -2.153  -0.328  -1.392
H  -1.848  1.351  -1.981
H  5.539  0.332  0.770
H  0.127  1.366  3.918
H  -4.191  0.782  -2.376
H  -6.046  -3.420  -1.154
H  0.312  0.698  -2.988
H  -0.036  -1.122  -2.833
H  -5.847  -3.384  -2.941
H  -2.469  0.714  -4.319
H  -7.407  -2.833  -2.198
H  3.149  0.149  6.924
H  3.971  0.105  -2.272
H  4.262  -1.341  5.178
H  -0.009  -1.910  2.133
H  -0.814  -1.886  -0.278
H  -4.799  -0.010  -3.957
H  1.013  1.549  6.414

Its orbital gap is 0.3266 Ha. The value obtained for the LUMO energy is -0.86 eV. As for the spin multiplicity: 1.

Entry 5:
Formula: C19H19N3O4
Source: OMol25
Level of theory: ωB97M-V/def2-TZVPD

Positions of all 45 atoms, in Å:
O  -3.712  2.404  0.309
O  0.210  2.953  0.363
O  3.013  -2.339  0.710
O  -6.147  -2.347  -0.413
N  -1.406  0.884  -0.155
N  4.793  -0.819  -0.047
N  -0.131  0.774  -0.011
C  2.921  2.860  -0.141
C  4.114  0.280  -0.198
C  6.324  -2.698  -0.517
C  -5.648  1.142  0.181
C  4.070  -2.177  0.491
C  -2.108  -0.043  -0.152
C  4.825  1.515  -0.168
C  -6.403  -0.013  0.017
C  6.145  -1.225  -0.262
C  4.346  2.781  -0.370
C  -7.657  -2.495  -0.213
C  -5.637  -1.265  -0.204
C  2.751  0.482  0.133
C  -4.326  1.014  0.380
C  -3.620  -0.152  -0.028
C  5.225  -3.111  0.402
C  2.294  1.794  -0.157
C  -4.284  -1.407  -0.422
C  0.758  1.755  0.098
H  4.819  -4.155  0.371
H  -2.617  2.001  0.211
H  -6.190  2.247  0.547
H  -1.832  -1.038  -0.179
H  5.058  3.557  -0.600
H  -8.235  -1.995  -1.019
H  6.213  -3.107  -1.452
H  -8.078  -3.472  -0.565
H  5.482  -3.291  1.517
H  -7.386  -0.046  0.184
H  6.787  -0.751  0.400
H  6.027  1.164  -0.400
H  0.434  -0.176  -0.195
H  7.367  -2.957  -0.026
H  -3.906  -2.202  -0.464
H  -7.908  -2.224  0.697
H  2.507  3.945  -0.629
H  6.512  -0.438  -1.144
H  2.080  -0.314  0.330

For the energy above the lowest of the compared OMol25 structures with the same formula, charge and spin, the calculation gives 380.9 kcal per mole. Its orbital gap is 0.2846 Ha. The value obtained for the LUMO energy is 0.33 eV. As for the spin multiplicity: 1.